# 1
{"formula": "C3H2FNO", "method": "the ωB97M-V functional and the def2-TZVPD basis", "symbols": ["C", "N", "O", "H", "C", "C", "F", "H"], "coordinates": [[1.105014, 1.221422, 0.117038], [1.752881, 0.267846, 0.014768], [2.459513, -0.664500, -0.067488], [0.258715, 1.936816, -0.022659], [-1.163124, -1.313710, 0.034945], [-1.356595, -0.140085, 0.041261], [-1.853806, 1.106422, -0.037541], [-1.202599, -2.414214, -0.080327]], "forces_ev_per_angstrom": [[-1.165, 0.981, -0.298], [-1.103, 1.908, 0.032], [1.070, -1.587, -0.035], [1.521, -1.070, 0.307], [-0.368, -1.702, -0.320], [-1.782, 2.097, -0.341], [1.335, -2.152, 0.315], [0.492, 1.525, 0.339]], "mulliken_charge": [-0.192, 0.458, -0.598, 0.339, -0.052, -0.051, -0.230, 0.324], "e_homo_ev": -9.986, "spin_multiplicity": 1, "total_charge": 0, "homo_lumo_gap_ev": 10.64, "smiles": "C#[N+][O-].C#CF"}

---

# 2
{"formula": "C3H2FNO", "method": "the ωB97M-V functional and the def2-TZVPD basis", "symbols": ["F", "C", "C", "N", "O", "C", "H", "H"], "coordinates": [[0.071109, -1.183725, 1.746402], [-0.026378, -0.374690, 0.707971], [-1.115780, -0.073309, -0.213450], [-0.698189, 0.662603, -1.170645], [0.638295, 0.878958, -1.018429], [1.074415, 0.202413, 0.068545], [-2.108810, -0.319800, -0.261074], [2.165339, 0.207550, 0.140681]], "forces_ev_per_angstrom": [[-0.590, -0.123, 0.337], [1.849, 0.937, -2.635], [2.532, -0.195, 1.751], [0.097, 1.013, -1.233], [0.142, -0.622, 0.501], [-1.177, -0.146, 0.284], [-2.198, -0.768, 0.444], [-0.655, -0.096, 0.551]], "mulliken_charge": [-0.261, 0.431, -0.416, -0.284, -0.134, -0.167, 0.438, 0.392], "e_homo_ev": -9.890, "spin_multiplicity": 1, "total_charge": 0, "homo_lumo_gap_ev": 10.85, "smiles": "Fc1cnoc1"}

---

# 3
{"formula": "C3H2FNO2", "method": "the ωB97M-V functional and the def2-TZVPD basis", "symbols": ["O", "C", "N", "C", "C", "F", "O", "H", "H"], "coordinates": [[-0.717987, -2.184334, -0.118424], [-0.322497, -0.816077, 0.035643], [0.558228, -0.342834, 0.833514], [0.631103, 1.050150, 0.465963], [-0.139744, 1.246800, -0.614063], [-0.389784, 2.032425, -1.692960], [-0.847915, 0.040804, -0.668922], [-0.212556, -2.517830, 0.728666], [1.441151, 1.490897, 1.030583]], "forces_ev_per_angstrom": [[2.385, 2.654, 3.202], [1.185, -4.503, 2.691], [0.512, 0.662, 0.652], [1.839, -1.364, 0.717], [-0.988, -1.167, -0.234], [0.408, -0.774, 2.328], [-3.470, 3.268, -6.395], [-1.473, 0.219, -2.338], [-0.398, 1.005, -0.622]], "mulliken_charge": [-0.471, 0.693, -0.586, -0.295, 0.343, -0.232, -0.219, 0.384, 0.382], "e_homo_ev": -9.633, "spin_multiplicity": 1, "total_charge": 0, "homo_lumo_gap_ev": 10.33, "smiles": "Oc1ncc(F)o1"}

---

# 4
{"formula": "C3H2FNiO3", "method": "the ωB97M-V functional and the def2-TZVPD basis", "symbols": ["O", "C", "C", "H", "H", "F", "Ni", "O", "O", "C"], "coordinates": [[0.808560, -1.090527, 1.325049], [1.032777, -0.842987, 0.125916], [0.508073, 0.410221, -0.431902], [1.568468, -1.553169, -0.521702], [0.967892, 0.840286, -1.320957], [0.552034, 1.334727, 0.647088], [-0.533960, 0.211514, 1.985999], [-1.800503, 0.205251, -1.721021], [-1.780032, 0.223310, 0.538792], [-1.323309, 0.261374, -0.627262]], "forces_ev_per_angstrom": [[-0.169, 0.025, -0.170], [-0.329, 0.265, -0.246], [-1.132, -0.326, -0.543], [-0.191, -0.010, 0.336], [-0.037, -0.036, 0.246], [0.045, 0.531, 0.366], [0.009, -0.143, -0.944], [1.071, 0.242, 1.686], [-0.231, -0.018, 1.937], [0.964, -0.530, -2.669]], "mulliken_charge": [-0.471, 0.302, -0.110, 0.392, 0.369, -0.303, 0.950, -0.404, -0.527, 0.800], "e_homo_ev": [-14.866, -14.809], "spin_multiplicity": 3, "total_charge": 1, "homo_lumo_gap_ev": [8.40, 7.27]}

---

# 5
{"formula": "C3H2FO3", "method": "the ωB97M-V functional and the def2-TZVPD basis", "symbols": ["C", "C", "C", "O", "O", "O", "F", "H", "H"], "coordinates": [[-1.665188, 0.157713, -0.041747], [1.421204, 0.356155, 0.005688], [-0.444900, -0.395473, 0.285124], [-1.097061, -0.430795, -1.096428], [-2.628576, 0.895278, 0.132938], [2.003836, 1.129312, 0.786121], [-0.236549, -1.637590, 0.860588], [1.500954, -0.721901, 0.113503], [1.146284, 0.647297, -1.045783]], "forces_ev_per_angstrom": [[-2.983, 1.637, 0.196], [-0.872, -0.435, -0.312], [2.593, 0.326, 0.918], [-0.316, -0.305, -0.398], [1.367, -1.449, -0.309], [-0.129, 0.231, 0.023], [-1.105, 0.414, -0.333], [1.317, -0.529, -0.268], [0.130, 0.108, 0.484]], "mulliken_charge": [0.608, -0.095, 0.184, -0.431, -0.643, -0.680, -0.282, 0.153, 0.185], "e_homo_ev": -3.555, "spin_multiplicity": 1, "total_charge": -1, "homo_lumo_gap_ev": 7.69}

---

# 6
{"formula": "C3H2FO3", "method": "the ωB97M-V functional and the def2-TZVPD basis", "symbols": ["C", "C", "C", "O", "O", "O", "F", "H", "H"], "coordinates": [[-3.045339, -0.737035, 0.043759], [0.109622, 0.235311, 0.130603], [-2.340930, 0.622083, 0.205230], [-4.259284, -0.685322, -0.167696], [-2.259549, -1.694843, 0.114449], [-1.059471, 0.871682, 0.044703], [-3.023142, 1.804162, -0.014873], [0.150155, -0.835633, 0.202389], [0.930474, 0.824847, -0.232917]], "forces_ev_per_angstrom": [[0.212, 0.483, -0.191], [-0.393, -0.340, 0.043], [0.649, 0.433, -0.225], [-0.389, 0.126, 0.064], [0.484, -0.241, 0.138], [-0.686, 0.397, 0.004], [0.416, -0.927, 0.140], [-0.326, -0.154, 0.028], [0.033, 0.223, -0.002]], "mulliken_charge": [0.612, -0.495, 0.255, -0.701, -0.685, -0.242, -0.270, 0.263, 0.263], "e_homo_ev": [-3.218, -3.706], "spin_multiplicity": 1, "total_charge": -1, "homo_lumo_gap_ev": [7.35, 7.89]}

---

# 7
{"formula": "C3H2FPS", "method": "the ωB97M-V functional and the def2-TZVPD basis", "symbols": ["F", "C", "P", "C", "C", "S", "H", "H"], "coordinates": [[-2.125685, -1.572765, -2.303317], [-1.445868, -0.879904, -1.491762], [-0.080998, -1.013286, -0.643146], [0.020416, 0.518509, 0.249536], [1.040729, 0.734736, 1.101169], [2.176134, -0.526644, 1.106060], [-0.946494, 1.068604, 0.230576], [1.361766, 1.670750, 1.750884]], "forces_ev_per_angstrom": [[-0.715, -0.101, -0.497], [0.190, -0.629, -0.229], [1.793, 1.205, 1.672], [-3.076, 1.568, 0.181], [1.733, 0.277, 0.464], [0.456, -0.626, -0.050], [1.057, 0.160, -0.022], [-1.438, -1.855, -1.519]], "mulliken_charge": [-0.109, 0.228, 0.081, -0.336, -0.087, -0.341, 0.284, 0.280], "e_homo_ev": [-7.937, -7.948], "spin_multiplicity": 1, "total_charge": 0, "homo_lumo_gap_ev": [5.35, 5.39], "smiles": "FC#P=CC=S"}

---

# 8
{"formula": "C3H2GaO3", "method": "the ωB97M-V functional and the def2-TZVPD basis", "symbols": ["C", "C", "O", "C", "O", "O", "H", "Ga", "H"], "coordinates": [[1.089112, -1.881669, 1.234122], [0.776093, -1.132879, 0.219114], [0.364388, -0.329388, -0.539041], [-1.366912, 2.594977, -0.800866], [-1.418367, 3.693704, -0.461371], [-1.200624, 1.449948, -0.953682], [1.948771, -2.548154, 1.159026], [-0.754257, -0.135328, -2.041181], [0.561795, -1.711211, 2.183879]], "forces_ev_per_angstrom": [[0.442, 0.372, -0.770], [-0.008, -1.450, 2.725], [1.003, 0.543, -0.620], [0.044, 5.059, 2.125], [-0.261, -2.152, -1.231], [-0.309, -1.996, -0.961], [-0.070, -0.076, 0.155], [-0.848, -0.103, -1.140], [0.007, -0.197, -0.284]], "mulliken_charge": [-0.551, 0.829, -0.129, 0.784, -0.101, -0.241, 0.308, 0.793, 0.308], "e_homo_ev": [-20.091, -19.671], "spin_multiplicity": 2, "total_charge": 2, "homo_lumo_gap_ev": [9.93, 5.62]}